60
Properties=species:S:1:pos:R:3:lowdin_spin:R:1 method="wB97M-V/def2-TZVPD" spin_multiplicity=3 energy_ha=-2700.6560 total_charge=+2
H 3.51911 1.72879 -2.48585 0.000
H 3.31955 -2.27660 1.01798 0.000
H -4.05376 0.33125 0.53323 0.000
H -1.48430 2.77133 -0.76398 0.000
O -1.34999 -2.21527 -0.08512 0.610
C 2.16676 -1.10619 2.38107 0.011
N 1.19110 -0.19585 2.21465 0.003
H 1.85729 2.00631 -2.98346 0.000
C 2.21123 2.07174 -0.84464 -0.002
C -3.93948 0.02812 1.57411 -0.003
H 2.39452 -2.76372 -3.90817 0.000
C 2.47895 1.51460 -2.23575 0.000
H 1.03884 -0.05497 -4.30981 0.000
H -1.63155 0.66426 4.10123 0.000
H 2.72620 -0.50723 -4.53108 0.000
C 2.28591 -2.19956 1.35822 0.002
S 0.42232 -2.84462 -2.67970 0.007
H -2.37407 -0.89033 3.66248 0.000
O 1.45187 -1.83361 0.26128 0.004
C -2.77763 2.20681 2.12335 -0.003
H -1.43874 -2.92821 -4.15239 0.000
O -0.99293 -2.40647 1.14363 0.534
C 1.48230 -2.17169 -3.99039 0.002
C 2.92351 -0.02512 4.37021 0.013
Mo -0.29512 -0.49430 0.61895 0.792
H 1.80629 1.75287 4.87510 0.000
C -1.65121 -0.97331 -3.36315 0.015
H 0.30945 1.53427 2.91909 0.000
S 2.16910 -0.25790 -2.19765 0.000
C -0.96524 1.56942 -2.48065 0.003
H -1.85331 2.66860 2.47393 0.000
C -2.49693 0.19245 3.63687 -0.002
H -3.87214 -1.05844 1.62564 0.000
H 1.04055 -2.40821 -4.95922 0.000
N -1.56417 0.25055 1.40682 -0.079
H 1.97363 -3.15888 1.77748 0.001
H -0.98393 -0.47314 -4.05958 0.000
H 2.37592 3.14925 -0.82406 -0.001
H 3.59862 0.03648 5.21308 0.001
H -2.97991 2.53395 1.10281 0.000
H -3.37636 0.44973 4.22675 0.000
C 3.04577 -1.04783 3.44838 -0.003
S 0.55565 1.83654 -0.11404 0.002
H -4.82488 0.34326 2.12607 -0.001
C -2.70757 0.68260 2.20421 -0.009
H -1.67895 2.07415 -3.13350 0.003
C -1.26234 -2.43554 -3.19463 0.001
H -2.65465 -0.93564 -3.78805 0.003
H -0.16707 3.42675 -1.72408 0.001
H -0.09091 1.29223 -3.06012 0.001
H 3.81825 -1.79916 3.54570 0.000
C -0.60029 2.50051 -1.34360 0.008
C 1.83929 -0.68359 -3.92197 0.000
H 2.88576 1.62789 -0.10880 0.000
C 1.92983 0.92845 4.18770 -0.001
H -1.90288 -2.93485 -2.46675 0.000
H 1.36599 -2.51437 -0.43141 0.000
C 1.08953 0.81116 3.10590 0.009
S -1.71127 0.05093 -1.85069 0.081
H -3.59148 2.55933 2.75638 0.000



57
Properties=species:S:1:pos:R:3:mulliken_charge:R:1 method="wB97M-V/def2-TZVPD" energy_ha=-1190.6907 total_charge=0 smiles="O=C(O)OCCCCCCCCCCCCn1cccc1.C[N+](=O)[O-]"
H -0.50383 -0.30213 0.53623 0.225
H -2.11394 5.01091 -1.34993 0.354
C -0.46112 -1.11418 2.49738 -0.824
H 0.86959 -2.84751 1.23876 0.438
H 0.23071 -1.63998 -2.37375 0.293
H 0.25187 -1.60929 3.15950 0.348
C 0.45681 -0.74423 -4.77303 -0.317
C 0.23353 -0.80470 1.16798 -0.421
C -4.39820 3.47544 2.76592 -0.746
C 1.29877 -1.59967 -2.58895 -0.472
C 2.26837 0.32775 -5.51295 -0.563
C -3.40061 1.07129 2.63213 -0.458
H -3.99148 4.48201 2.85524 0.304
O 5.10242 -2.40300 -1.09266 -0.461
C -3.28317 4.39096 -0.04728 0.676
H -5.48626 4.10116 1.02122 0.477
H -2.78966 0.19002 4.50280 0.441
H 1.62959 -2.63147 -2.74139 0.128
O 4.56816 -4.46201 -0.75107 -0.526
H 1.05725 -0.11015 1.35165 0.331
H 3.47986 -0.14611 -3.75249 0.302
H -5.38136 2.35477 1.17985 0.347
H -5.29337 3.43369 3.39009 0.325
H -2.91285 1.14181 1.65752 0.224
H -2.95844 -0.95415 3.18164 0.457
H -4.42816 0.73012 2.50327 0.395
C 0.93109 -0.00880 -5.81998 -0.626
C 2.55296 -0.21634 -4.29133 -0.289
C 2.10318 -1.89171 -0.21413 -0.826
N 1.44426 -0.87119 -3.84312 0.300
H -0.57522 0.27674 4.12876 0.405
C -4.83600 3.28290 1.33126 -0.616
H 0.39896 0.28012 -6.71010 0.410
C 2.06851 -0.98119 -1.43614 -0.136
H -1.24936 -1.84391 2.29147 0.304
H 6.85988 -4.89436 -0.19987 0.302
H -2.36202 2.86927 3.21896 0.332
H -0.85146 1.01471 2.57715 0.470
H 2.50477 -2.86336 -0.50380 0.225
H -0.52243 -1.17818 -4.66246 0.343
H 7.38217 -3.58515 -1.31081 0.290
C 6.78121 -3.84232 -0.44431 -0.742
H 1.66825 0.00654 -1.19558 0.160
H 2.81015 -1.47438 0.50813 0.466
C -3.36823 2.45359 3.28864 -0.545
N 5.36281 -3.54810 -0.79002 0.826
C 0.75328 -2.07073 0.47622 -0.938
H 3.09845 -0.82790 -1.75986 0.277
O -3.72028 3.22293 0.41337 -0.342
H 2.94513 0.89984 -6.12516 0.412
H 7.04420 -3.21296 0.40010 0.291
O -3.48735 5.47852 0.42895 -0.547
O -2.55079 4.17106 -1.15675 -0.436
C -1.07640 0.12539 3.17046 -0.805
H 0.00559 -2.45740 -0.22021 0.391
H -3.56775 2.30452 4.35305 0.377
C -2.59201 0.04047 3.43939 -1.011



61
Properties=species:S:1:pos:R:3:mulliken_charge:R:1 method="wB97M-V/def2-TZVPD" energy_ha=-1440.4864 total_charge=-1
O -0.32482 -2.62950 1.38822 -0.496
C 2.19634 -0.26947 3.50379 -0.796
C -0.80894 1.76334 0.94637 -0.256
H -4.47091 0.97833 0.85584 0.355
H 1.13499 2.73995 1.11211 0.338
H 2.22176 2.02615 -2.17795 0.255
H 3.60714 -1.75610 -1.96331 0.346
H 0.48777 -4.28991 2.31443 0.365
O -3.68237 2.37385 -3.36176 -0.815
H 0.32184 -1.42566 2.92854 0.159
H -1.99798 -0.06073 2.53140 0.662
O -3.12372 0.71107 -1.40483 -0.543
H 2.91291 -3.19728 -2.69686 0.500
C -4.05431 1.52647 -1.18521 0.243
H -1.30755 -2.12390 3.16197 0.540
H 1.06386 -3.91788 0.71697 0.346
H 3.36329 -2.47613 1.44931 0.279
C -1.25245 -0.46135 1.83913 -0.598
C 1.74956 2.65262 -1.42562 -0.990
H -1.59378 1.65333 0.17801 -0.132
O 0.73402 1.96971 -0.77204 0.027
H 1.00214 -3.15862 -1.27334 0.522
H 0.31316 0.07430 0.74815 -0.524
O 1.94979 -1.41101 -3.09556 -0.082
Rb -0.50350 -0.13430 -2.20079 0.832
N 1.46607 -1.41428 -0.16273 0.367
C -5.77392 2.58554 0.25286 0.324
O -6.37659 2.71672 1.29959 -0.715
C -6.13021 3.53158 -0.93060 0.582
H 2.22689 0.28643 0.80076 0.042
O -7.01403 4.36702 -0.73805 -0.745
O 2.21926 -1.47419 2.77764 -0.516
C -0.61490 -1.69641 2.42736 -0.379
C 1.87868 -2.57236 -0.95978 -0.602
H -0.09479 3.59330 0.16479 0.555
H 1.60024 -2.89570 2.11403 0.404
C 3.11142 -1.43930 1.69367 -1.179
H 1.40490 3.62694 -1.79686 0.297
H 2.55268 2.92216 -0.70723 0.341
H 3.32579 -1.13756 -4.60021 0.296
C 0.77110 -3.44642 1.66328 -1.028
H 3.38224 -0.54901 -0.18693 0.471
N -0.26247 0.51000 1.46383 0.392
H -1.88355 -0.80916 1.00090 0.160
H 3.20068 0.01702 3.84535 0.341
H 2.37687 -2.67139 -4.69596 0.337
H 2.40919 -3.34220 -0.37061 0.378
H 1.70181 0.53167 2.94325 0.268
C -4.69167 1.67432 0.04794 -0.605
H 0.82586 -1.86565 0.49635 0.260
C 2.65465 -2.25183 -2.20279 -1.151
H 1.59243 -0.42860 4.39957 0.308
C -4.37028 2.48833 -2.32360 0.537
H -1.27069 2.34119 1.75711 0.435
C -5.42299 3.40722 -2.13081 -0.886
C 2.35311 -1.60948 -4.42244 -0.869
C 2.55208 -0.71311 0.50935 -0.194
H 4.06239 -0.99814 2.03767 0.542
C 0.29318 2.59436 0.41980 -0.912
H 1.60905 -1.15951 -5.08152 0.250
H -5.60274 4.12323 -2.92194 0.356



59
Properties=species:S:1:pos:R:3:mulliken_charge:R:1 method="wB97M-V/def2-TZVPD" energy_ha=-1382.2621 total_charge=0 smiles="CCC[C@@H](C)OC(=O)OCC(C)C.C[C@@H]1COC(=O)O1.C[C@@H]1COC(=O)O1"
H -0.67486 -1.67253 -2.27680 0.301
H 5.66799 -0.05234 7.76918 0.368
H 0.66593 0.01279 -0.51840 0.205
H 0.12611 -1.37320 4.47331 0.360
C 3.82215 -0.44220 3.91660 0.637
C -1.03558 -2.39073 2.41814 -1.594
H -1.57485 -0.24780 -9.16962 0.312
H -0.86386 3.67555 0.59703 0.367
C 0.18779 0.78229 -1.13617 -0.651
C 5.12951 -0.59414 5.76708 0.483
H 6.00447 -1.16232 5.44000 0.270
C -0.83459 -0.87528 2.57778 2.106
C -1.20801 -0.76577 -2.57440 -1.443
C -2.63141 0.20566 -7.29842 0.470
H -4.25658 -0.93566 -8.10297 0.374
O 4.63787 0.63958 3.89293 -0.311
H -1.94801 -2.63003 1.87164 0.331
H -2.23303 -1.00589 -2.87029 0.420
H -0.78395 0.14218 4.52334 0.416
H 0.79345 0.05669 3.70786 0.156
C 0.29432 2.14084 -0.39824 -0.407
C -1.54596 -0.47579 -8.10781 -0.500
C -1.20884 0.25126 -1.44422 0.469
O 0.18314 0.67613 -5.42554 -0.537
H -1.91212 1.04296 -1.70252 0.569
H -1.32004 3.44308 -1.08830 0.331
H 0.75727 0.80515 -2.06978 0.418
O 3.06471 -0.73976 3.05287 -0.527
H -1.55208 -1.55892 -7.96087 0.309
C -0.13563 -0.48197 3.89892 -1.348
C 4.94665 -0.69286 7.26041 -1.406
H -3.73717 -1.43831 -6.48179 0.342
O -3.75477 0.44844 -0.42311 -0.565
H -1.07044 -2.88563 3.39476 0.421
H -0.71042 -0.31742 -3.43860 0.124
H 6.17187 1.23705 5.14840 0.309
H -0.18543 -2.82310 1.88267 0.335
H 0.79231 2.00236 0.56632 0.277
H 3.93942 -0.38053 7.53629 0.349
O -1.67619 -0.39940 -0.22994 -0.217
H 4.51807 1.48983 5.76603 0.297
C -1.01184 2.91808 -0.17922 -1.187
H -2.83370 1.20459 -7.69404 0.253
H -4.69103 0.03028 -6.68880 0.352
C 5.17284 0.81440 5.20912 -0.488
H -2.70047 -0.17430 3.40985 0.403
C -2.89270 -0.08010 0.21775 0.487
H 5.09134 -1.71432 7.60811 0.349
H -1.94139 0.97482 2.31351 0.336
C -2.14664 -0.09229 2.46937 -0.947
O 3.98912 -1.13012 5.06943 -0.327
O -1.96185 0.37707 -6.03449 -0.284
H 0.95639 2.78864 -0.98237 0.334
C -0.62756 0.39976 -6.24858 0.627
C -3.90701 -0.58064 -7.13277 -1.393
H -1.84426 2.28944 0.14162 0.270
O -3.08522 -0.53584 1.46935 -0.397
O -0.34931 0.05730 -7.52816 -0.339
H -0.18650 -0.53865 1.76627 -0.668